1.
DFT (ωB97M-V/def2-TZVPD) results for an isolated molecule of C6H6Cl2 in a non-equilibrium geometry.

```
14
Properties=species:S:1:pos:R:3
C 1.8526 -0.8074 -0.5752
C 0.5784 -0.1809 -0.1214
C -0.4622 -0.8618 0.3851
C -1.6210 0.0656 0.6898
C -1.0944 1.3868 0.1006
C 0.1686 1.1905 -0.3339
H 1.8223 -1.8925 -0.2647
H 2.0011 -0.7216 -1.6117
H -0.5411 -1.9868 0.4524
H -1.8994 0.0902 1.8329
H -1.6657 2.2727 -0.0246
H 0.7629 1.9756 -0.7169
Cl 3.2426 -0.0576 0.3085
Cl -3.1447 -0.4728 -0.1208
```

For the LUMO energy, the calculation gives 0.19 eV. Its gap between HOMO and LUMO is 9.203 eV. As for the largest force on an atom: 2.7 eV/A. As for the structure (SMILES): ClCC1=C[C@H](Cl)C=C1. The calculation puts the energy above the lowest of the compared OMol25 structures with the same formula, charge and spin at 56.6 kJ/mol.

=====

2.
DFT (ωB97M-V/def2-TZVPD) results for a structure of composition C34H46BiN9OS3 in a non-equilibrium geometry.

```
94
Properties=species:S:1:pos:R:3
Bi 0.7557 1.0076 0.7569
C -1.5635 -1.0499 3.3241
N -1.4556 0.3229 3.7721
C -2.7188 0.9054 4.1729
C -0.2900 0.9632 3.7448
N 0.6766 0.4955 2.8950
C 1.9163 0.0990 3.4266
C 2.0938 -0.1166 4.7907
C 3.3278 -0.4775 5.2985
C 4.4027 -0.6429 4.4432
C 4.2217 -0.5072 3.0794
C 2.9775 -0.1684 2.5516
N 2.7656 0.0092 1.1789
C 3.4625 -0.6266 0.2302
N 3.9276 -1.8790 0.3814
C 3.3300 -2.8185 1.3038
C 5.1928 -2.3103 -0.1793
N 3.6322 -0.0007 -0.9513
C 3.6638 1.4426 -1.0722
C 3.7612 -0.7091 -2.2093
N -0.0428 2.0481 4.4924
C -0.6119 2.2896 5.8055
C 1.0626 2.9227 4.1637
H -2.0652 -1.6307 4.0994
H -0.5801 -1.4744 3.1435
H -2.1467 -1.1113 2.4064
H -3.4624 0.6639 3.4116
H -2.6392 1.9855 4.2307
H -3.0653 0.4967 5.1243
H 1.2542 -0.0145 5.4607
H 3.4442 -0.6272 6.3595
H 5.3762 -0.8881 4.8330
H 5.0559 -0.6394 2.4077
H 2.3149 -2.5144 1.5487
H 3.9068 -2.9083 2.2285
H 3.2965 -3.7941 0.8177
H 5.7065 -1.4775 -0.6496
H 5.0497 -3.1153 -0.9011
H 5.8273 -2.6852 0.6266
H 3.7584 1.9039 -0.0920
H 2.7708 1.8199 -1.5758
H 4.5333 1.7198 -1.6717
H 3.3502 -1.7086 -2.1186
H 4.7976 -0.7798 -2.5429
H 3.1989 -0.1580 -2.9625
H -1.2002 1.4391 6.1330
H -1.2304 3.1881 5.8133
H 0.2049 2.4354 6.5169
H 1.2578 2.8978 3.0929
H 1.9772 2.6361 4.6885
H 0.7988 3.9400 4.4488
S -0.4093 -1.1190 0.0771
C -1.3846 -0.1773 -1.1830
N -1.9241 -1.0340 -2.1905
C -2.8847 -0.3581 -3.0429
C -3.9747 0.3085 -2.2074
N -3.3865 1.2368 -1.2601
C -3.7359 2.6571 -1.3715
C -2.6612 3.2374 -2.2639
C -2.6635 2.9798 -3.6317
C -1.5689 3.3177 -4.4117
C -0.4646 3.9274 -3.8388
C -0.4738 4.2273 -2.4876
C -1.5619 3.8789 -1.7038
C -2.3483 0.8517 -0.5431
S -1.9181 1.6793 0.8504
C -2.3520 -2.3826 -1.8226
C -2.5075 -3.2323 -3.0555
C -3.6412 -4.0107 -3.2432
C -3.7471 -4.8337 -4.3519
C -2.7259 -4.8743 -5.2849
C -1.6042 -4.0788 -5.1170
C -1.4946 -3.2628 -4.0073
H -3.3277 -1.1050 -3.7018
H -2.3810 0.3992 -3.6536
H -4.5162 -0.4580 -1.6417
H -4.6829 0.8367 -2.8419
H -3.7244 3.1147 -0.3825
H -4.7331 2.7438 -1.7999
H -3.5285 2.5380 -4.1034
H -1.5867 3.1213 -5.4725
H 0.3915 4.1720 -4.4480
H 0.3720 4.7339 -2.0486
H -1.5721 4.1247 -0.6522
H -3.2874 -2.3753 -1.2472
H -1.5713 -2.8196 -1.1939
H -4.4333 -3.9856 -2.5083
H -4.6276 -5.4415 -4.4900
H -2.8032 -5.5247 -6.1408
H -0.8152 -4.1000 -5.8527
H -0.6160 -2.6492 -3.8610
O 1.2418 1.5187 -3.2476
S 0.0566 0.7097 -3.1851
N -0.4020 0.7127 -1.7147
```

For the LUMO energy, the calculation gives -6.13 eV. Its gap between HOMO and LUMO is 6.643 eV. As for the largest force on an atom: 1.5 eV/A. Its charge is +2.

=====

3.
DFT (ωB97M-V/def2-TZVPD) results for the ion C5H10N3O with charge +1 in a non-equilibrium geometry.

```
19
Properties=species:S:1:pos:R:3
C 1.3524 -1.1998 0.3725
C -0.7220 0.3572 -0.9558
C 0.5016 1.0241 -0.6380
C 0.9008 1.8338 -1.8804
C -1.9403 -0.9324 1.7199
N 1.5460 0.0804 -0.1044
N -0.6590 -0.5148 1.2267
N 0.1980 -1.4599 1.0103
O -1.7654 0.1779 -1.4801
H 1.9636 -2.0684 0.3139
H 0.1765 1.6993 0.1097
H 1.5802 2.6329 -1.7472
H 0.0871 2.4158 -2.2167
H 1.4615 1.1715 -2.5492
H -2.8312 -0.5814 1.0282
H -2.2473 -2.0642 1.8370
H -2.0444 -0.6292 2.7052
H 2.4066 0.4703 -0.2431
H 0.0354 -2.4130 1.4916
```

The multiplicity is 3. For the LUMO energy (spin up / spin down), the calculation gives -4.17 / -6.04 eV. Its gap between HOMO and LUMO (spin up / spin down) is 6.009 / 9.336 eV. Its expectation value of S² is 2.02. As for the largest force on an atom: 4.3 eV/A. Its charge is +1. The calculation puts the energy above the lowest of the compared OMol25 structures with the same formula, charge and spin at 239.6 kJ/mol.